(1)
The following is a quantum chemistry calculation of a 2-piece molecular cluster, C34H37OSi overall, from the OMol25 dataset.

Structure (ORCA input):
```
! wB97M-V def2-TZVPD RIJCOSX def2/J DEFGRID3
* xyz 1 1
C 6.6440 -4.0909 -1.1767
C 5.3128 -3.4081 -1.1740
C 5.2728 -2.0046 -1.1973
C 4.0660 -1.3282 -1.2138
C 2.8276 -2.0330 -1.1848
C 1.5910 -1.3066 -1.1713
C 0.3213 -1.8695 -1.0193
C -0.8771 -1.2736 -1.4405
C -2.0798 -2.0266 -1.6596
C -3.0425 -1.6749 -2.6578
C -4.1622 -2.4720 -2.8830
C -4.3882 -3.6227 -2.1038
C -5.6141 -4.4699 -2.2972
C -3.4667 -3.9633 -1.1022
C -2.3466 -3.1798 -0.8723
C 2.8820 -3.4594 -1.2112
C 4.1010 -4.1240 -1.1880
H 6.5259 -5.1809 -1.1594
H 7.2331 -3.8245 -2.0668
H 7.2415 -3.7951 -0.3029
H 6.2115 -1.4455 -1.2225
H 4.0316 -0.2369 -1.2378
H 1.6555 -0.2241 -1.2825
H 0.2551 -2.8430 -0.5240
H -0.8602 -0.2309 -1.7681
H -2.8746 -0.7709 -3.2510
H -4.8629 -2.2354 -3.6893
H -5.6207 -5.2794 -1.5562
H -6.5467 -3.8991 -2.1921
H -5.6224 -4.9313 -3.2908
H -3.6376 -4.8615 -0.5045
H -1.6790 -3.4161 -0.0409
H 1.9530 -4.0333 -1.2515
H 4.1364 -5.2167 -1.2078
C 3.3731 0.5693 2.8540
Si 2.0979 1.9146 2.7732
C 1.1319 2.1802 4.3385
C 2.8389 3.4891 2.1105
O 1.0414 1.1892 1.6490
C -0.1489 1.5618 1.0982
C -1.2345 0.7354 1.2593
C -2.5813 1.2189 1.0087
C -2.9315 1.7095 -0.2648
C -4.1511 2.3531 -0.4473
C -5.0335 2.4910 0.6316
C -4.7459 1.8885 1.8664
C -3.5600 1.1816 2.0330
C -0.1893 2.8624 0.4059
C -0.9297 3.9206 0.9627
C -0.7978 5.1982 0.4194
C -0.0058 5.3825 -0.7237
C 0.6841 4.3101 -1.3078
C 0.6050 3.0462 -0.7368
H 4.2199 0.8777 3.4842
H 2.9342 -0.3446 3.2754
H 3.7486 0.3306 1.8480
H 1.7713 2.6851 5.0755
H 0.2373 2.7948 4.1816
H 0.8104 1.2205 4.7624
H 3.6489 3.8001 2.7867
H 3.2732 3.3360 1.1171
H 2.1204 4.3136 2.0447
H -1.0904 -0.2322 1.7510
H -2.2242 1.5735 -1.0852
H -4.3838 2.7579 -1.4306
H -5.9697 3.0262 0.4851
H -5.4410 1.9801 2.7022
H -3.3338 0.6443 2.9650
H -1.5909 3.7067 1.8094
H -1.3104 6.0381 0.9005
H 0.1064 6.3816 -1.1438
H 1.3010 4.4576 -2.1992
H 1.1287 2.1818 -1.1592
*
```

Output
E, eV: -45778.2515
Energy relative to the best compared isomer or geometry (same formula, charge and spin), kJ/mol: 0.00
Highest occupied orbital energy, eV: -10.02
M, g mol⁻¹: 489.75
Strongest force on any atom, eV Å⁻¹: 2.3
Orbital gap, eV: 4.8318

(2)
The following is a quantum chemistry calculation of C34H53FN2O8SSi2V as an isolated structure, from the OMol25 dataset.

Structure (ORCA input):
```
! wB97M-V def2-TZVPD RIJCOSX def2/J DEFGRID3
* xyz 0 2
V 8.2202 10.6537 16.3679
C 10.6528 5.4428 21.3621
C 10.2625 6.7398 21.9230
C 11.1930 7.2484 23.0148
C 12.5580 7.7325 22.5429
C 12.3775 8.6460 21.3278
C 13.3771 9.5455 21.0196
C 13.2071 10.3297 19.9097
F 14.1208 11.2833 19.6980
C 12.1328 10.3268 19.0763
C 11.0879 9.4230 19.3333
C 9.9027 9.3758 18.5202
O 9.8616 10.2498 17.5902
C 8.8467 8.5797 18.9290
C 9.0051 7.8607 20.1035
N 10.1454 7.7344 20.7777
C 11.2472 8.5701 20.4211
C 7.4480 8.5858 18.3034
O 6.5952 7.8935 18.7514
O 7.2664 9.4147 17.2988
H 10.3959 4.7067 22.0891
H 11.7060 5.3752 21.1677
H 10.1826 5.2540 20.4194
H 9.2352 6.7546 22.2557
H 11.2821 6.5699 23.8650
H 10.7212 8.2097 23.5226
H 13.1568 6.8538 22.2495
H 13.0717 8.1915 23.4259
H 14.1971 9.7001 21.6663
H 12.0558 11.0158 18.2183
H 8.1652 7.3067 20.4360
C 12.8480 11.1210 13.3700
C 13.0301 9.9556 14.3296
C 13.7601 10.4254 15.5364
C 13.6588 8.7891 13.6289
O 11.6925 9.6413 14.8356
Si 10.5455 8.8176 13.9910
S 8.5340 9.1454 14.6283
O 10.8231 7.2623 14.2173
C 10.8239 6.1988 15.2731
C 12.1284 5.4643 15.0723
C 10.6924 6.7894 16.7065
C 9.6896 5.2691 15.0213
O 10.7018 9.1409 12.3678
C 10.1509 8.5396 11.1244
C 8.9651 7.5767 11.3083
C 11.3439 7.7702 10.4838
C 9.8754 9.8112 10.3316
H 13.7730 11.6107 13.1742
H 12.2329 11.8127 13.9517
H 12.3979 10.9317 12.4088
H 14.7285 10.7365 15.1812
H 13.9399 9.6832 16.3174
H 13.2582 11.2833 16.0273
H 14.7351 9.0240 13.4968
H 13.2413 8.5713 12.6542
H 13.5764 7.8301 14.2257
H 12.9530 6.1665 15.1913
H 12.1994 5.0917 14.0325
H 12.2547 4.6317 15.7212
H 11.3241 7.6684 16.9164
H 10.7105 5.9762 17.4815
H 9.7037 7.1813 16.8727
H 9.7566 4.8610 13.9974
H 8.7388 5.8733 15.0711
H 9.5554 4.3963 15.6192
H 9.0572 6.7857 12.0591
H 8.6058 7.1957 10.3448
H 8.1427 8.2421 11.6009
H 11.8280 7.1018 11.1968
H 12.0414 8.5781 10.2090
H 10.9828 7.2751 9.5969
H 9.0380 10.3385 10.8122
H 9.6587 9.6096 9.2713
H 10.6631 10.4858 10.4442
O 7.9932 12.2927 17.8081
C 8.8106 13.0198 17.2133
C 9.2184 14.4052 17.6485
C 9.9564 14.8890 16.4333
C 10.0319 13.6957 15.5102
O 10.6516 13.6366 14.4605
N 9.3832 12.6388 16.0880
H 9.7914 14.2969 18.5772
H 8.2879 14.9367 17.7267
H 10.9431 15.2952 16.6405
H 9.4214 15.6352 15.8652
C 4.0597 12.3665 14.0398
Si 5.0051 11.2248 15.2212
C 4.3952 11.6137 16.9674
C 4.7822 9.4623 14.9197
C 6.7973 11.7412 15.3112
H 2.9767 12.2394 14.2922
H 4.0894 12.0473 12.9918
H 4.2857 13.3924 14.2957
H 3.4973 11.1765 17.3897
H 4.3462 12.6884 17.0853
H 5.1212 11.2857 17.7477
H 3.7089 9.1371 14.9845
H 5.3169 8.7999 15.5884
H 5.0217 9.1068 13.8975
H 6.7381 12.7136 15.7508
H 7.2722 11.9715 14.3349
*
```

Output
E, eV: -110481.5992
⟨S²⟩: 0.808
Highest occupied orbital energy (spin up / spin down), eV: -8.37 / -8.43
M, g mol⁻¹: 775.99
Strongest force on any atom, eV Å⁻¹: 3.4
Orbital gap (spin up / spin down), eV: 7.4440 / 7.6753

(3)
The following is a quantum chemistry calculation of an isolated ion of composition C6H13N2 and charge +1, from the OMol25 dataset.

Structure (ORCA input):
```
! wB97M-V def2-TZVPD RIJCOSX def2/J DEFGRID3
* xyz 1 1
C 3.5057 -0.5178 0.3791
C 2.0485 -0.5369 0.4789
N 1.2695 0.2652 1.0987
C -0.1109 0.0977 0.8789
C -1.0339 0.6794 1.8496
C -0.3787 -0.3695 -0.3528
N -1.8227 -0.3496 -0.8850
C -2.2645 0.7320 -1.9519
H 3.9112 -1.4024 0.6250
H 3.8478 0.4060 0.9636
H 3.8585 -0.4944 -0.5677
H 1.8403 -1.5382 -0.0258
H -1.9522 1.0592 1.4903
H -0.6153 1.5144 2.1968
H -1.0963 -0.0694 2.6783
H 0.4145 -0.6064 -1.1141
H -1.9621 -1.3352 -1.1143
H -2.5614 -0.2780 -0.1022
H -3.2870 0.7828 -1.8477
H -1.6437 1.4960 -1.7626
H -1.9676 0.4651 -2.9150
*
```

Output
SMILES: C/C=N/C(C)=C/[NH2+]C
E, eV: -9403.2961
Energy relative to the best compared isomer or geometry (same formula, charge and spin), kJ/mol: 344.60
Highest occupied orbital energy, eV: -13.30
M, g mol⁻¹: 113.18
Strongest force on any atom, eV Å⁻¹: 6.6
Orbital gap, eV: 10.0475

What is the E in the second record? -110481.5992 eV

Among the records above, which one has the highest M? C34H53FN2O8SSi2V

The highest strongest force on any atom belongs to which entry? C6H13N2

Among the records above, which one has the highest E? C6H13N2